Entry 1:
Below is a molecular structure, C23H31BBrF11INO4 at a distorted geometry, with properties calculated with ωB97M-V with the def2-TZVPD basis set.

Geometry (Å):
C: 3.56 2.18 3.02
C: 2.55 2.23 2.17
C: 1.31 2.59 1.21
C: 1.03 1.36 0.15
C: 0.43 1.85 -1.27
C: -1.15 1.64 -1.49
C: -2.06 2.10 -0.20
C: -1.76 3.61 0.31
O: -2.01 3.81 1.75
C: -1.55 5.08 2.20
F: -0.27 5.05 2.85
F: -1.51 6.10 1.20
F: -2.51 5.53 3.20
N: -2.07 1.10 0.92
C: -2.16 -0.35 0.50
B: -3.23 -1.07 1.55
O: -4.64 -0.67 1.52
C: -2.83 -2.24 2.61
C: -1.60 -3.18 2.17
C: -2.64 -0.55 -1.03
C: -3.00 -2.07 -1.44
C: -4.62 -2.31 -1.46
O: -5.45 -1.53 -2.01
I: -5.51 -4.09 -0.48
C: -1.62 0.21 -2.08
C: -0.46 -0.74 -2.67
C: 0.30 -1.69 -1.63
O: 1.59 -2.11 -2.22
C: 2.48 -2.21 -1.07
C: 3.89 -2.91 -1.41
F: 3.66 -3.73 -2.60
F: 4.20 -3.84 -0.35
C: 5.09 -1.90 -1.79
F: 5.83 -2.50 -2.90
F: 4.50 -0.69 -2.34
C: 6.09 -1.54 -0.57
F: 6.83 -2.68 -0.06
F: 7.11 -0.65 -1.13
C: 5.39 -0.69 0.63
F: 4.94 0.63 0.19
F: 4.38 -1.42 1.34
H: 4.55 2.14 3.61
H: 0.36 2.71 1.84
H: 1.48 3.58 0.64
H: 2.10 0.93 -0.07
H: 0.46 0.51 0.66
H: 1.11 1.43 -2.09
H: 0.61 3.00 -1.31
H: -1.44 2.43 -2.30
H: -3.18 2.12 -0.63
H: -2.54 4.33 -0.25
H: -0.72 4.02 0.04
H: -2.95 1.29 1.47
H: -1.30 1.29 1.61
H: -1.17 -0.92 0.64
H: -4.85 -0.50 2.48
H: -3.77 -2.93 2.69
H: -2.69 -1.82 3.70
H: -1.47 -4.03 2.93
H: -0.64 -2.53 2.22
H: -1.74 -3.68 1.14
H: -3.64 0.04 -1.13
H: -2.64 -2.40 -2.48
H: -2.59 -2.87 -0.70
H: -2.32 0.44 -2.99
H: 0.31 -0.14 -3.32
H: -0.98 -1.45 -3.45
H: -0.31 -2.66 -1.41
H: 0.55 -1.23 -0.61
H: 1.95 -2.89 -0.28
H: 2.72 -1.18 -0.59
H: 6.24 -0.47 1.40
Br: -3.99 3.69 -0.78

Charges in e, computed with Löwdin, in the same order as the atoms:
1. C 0.0597
2. C -0.0998
3. C -0.1831
4. C -0.1835
5. C -0.1390
6. C -0.1714
7. C -0.3394
8. C -0.3244
9. O -0.0470
10. C -0.4013
11. F 0.0703
12. F 0.0848
13. F 0.0552
14. N 0.0882
15. C -0.1263
16. B -0.3433
17. O 0.0546
18. C -0.1598
19. C -0.1306
20. C -0.1752
21. C -0.1161
22. C -0.6923
23. O -0.0475
24. I 0.7487
25. C -0.1845
26. C -0.1155
27. C -0.1802
28. O -0.1457
29. C -0.1002
30. C -0.2191
31. F 0.0351
32. F 0.0442
33. C -0.1608
34. F 0.0573
35. F 0.0612
36. C -0.1807
37. F 0.0635
38. F 0.0453
39. C -0.1254
40. F -0.0016
41. F 0.0140
42. H 0.0520
43. H 0.0819
44. H 0.1259
45. H 0.0995
46. H 0.0865
47. H 0.1105
48. H 0.1173
49. H 0.1596
50. H -0.0958
51. H -0.1561
52. H 0.1179
53. H 0.1798
54. H 0.1698
55. H 0.1221
56. H 0.1263
57. H 0.1140
58. H 0.1255
59. H 0.0846
60. H 0.0840
61. H 0.0720
62. H 0.1579
63. H 0.1303
64. H 0.0893
65. H 0.1636
66. H 0.1340
67. H 0.1238
68. H 0.1389
69. H 0.0877
70. H 0.1606
71. H 0.1185
72. H 0.1909
73. Br 0.3388

=====

Entry 2:
Below is a molecular structure, C23H31BF3GaNO4Si at a distorted geometry, with properties calculated with ωB97M-V with the def2-TZVPD basis set.

Geometry (Å):
C: -2.54 0.80 7.01
N: -1.28 1.08 6.22
C: -1.46 2.44 5.58
B: -1.00 0.03 5.16
O: 0.26 0.21 4.37
Ga: -2.15 -1.64 4.72
C: -1.17 -2.93 3.37
C: -1.38 -2.49 1.80
O: -0.11 -2.04 1.13
C: -0.58 -1.04 0.12
C: 0.54 -0.72 -1.04
F: 1.89 -0.41 -0.51
F: 0.57 -1.83 -2.06
F: 0.07 0.49 -1.80
Si: -4.37 -1.18 4.08
C: -5.00 -2.64 2.96
C: -4.62 0.46 3.11
C: -5.61 -1.15 5.61
H: -3.49 1.16 6.40
H: -2.64 -0.30 7.42
H: -2.48 1.49 7.98
H: -2.13 2.32 4.61
H: -1.94 3.23 6.34
H: -0.38 2.83 5.31
H: 0.00 0.72 3.54
H: -2.24 -2.51 6.10
H: -0.04 -3.08 3.64
H: -1.71 -3.98 3.50
H: -2.16 -1.63 1.66
H: -1.73 -3.44 1.17
H: -0.86 -0.07 0.72
H: -1.50 -1.54 -0.43
H: -6.19 -2.62 2.89
H: -4.61 -3.69 3.34
H: -4.59 -2.43 1.86
H: -4.69 0.17 1.96
H: -3.78 1.26 3.27
H: -5.66 0.97 3.40
H: -6.30 -2.10 5.63
H: -4.93 -1.06 6.57
H: -6.25 -0.14 5.59
C: 4.82 1.76 -2.29
C: 3.63 1.03 -2.20
C: 3.01 0.55 -3.35
C: 3.57 0.81 -4.61
C: 4.75 1.56 -4.71
C: 5.38 2.02 -3.54
C: 5.32 1.88 -6.03
O: 6.35 2.54 -6.11
C: 4.63 1.41 -7.25
C: 5.13 1.76 -8.51
C: 4.49 1.31 -9.66
C: 3.36 0.51 -9.56
C: 2.85 0.16 -8.31
C: 3.48 0.63 -7.15
C: 2.92 0.29 -5.83
O: 1.92 -0.42 -5.74
H: 5.31 2.12 -1.39
H: 3.19 0.83 -1.22
H: 2.09 -0.02 -3.27
H: 6.30 2.60 -3.61
H: 6.02 2.39 -8.59
H: 4.88 1.59 -10.64
H: 2.86 0.15 -10.46
H: 1.96 -0.46 -8.24

Values from the calculation:
Charge ... -1

Charges in e, computed with natural (NBO), in the same order as the atoms:
1. C -0.4327
2. N -0.7651
3. C -0.4444
4. B 0.7214
5. O -0.9883
6. Ga 0.3184
7. C -0.8776
8. C -0.0770
9. O -0.5555
10. C -0.1605
11. C 0.9810
12. F -0.3480
13. F -0.3461
14. F -0.3653
15. Si 1.1008
16. C -1.1164
17. C -1.1298
18. C -1.1099
19. H 0.1762
20. H 0.2411
21. H 0.1771
22. H 0.1751
23. H 0.1990
24. H 0.2147
25. H 0.4740
26. H -0.2680
27. H 0.2317
28. H 0.2001
29. H 0.1572
30. H 0.1654
31. H 0.2241
32. H 0.2236
33. H 0.2115
34. H 0.2399
35. H 0.2166
36. H 0.2227
37. H 0.2261
38. H 0.2187
39. H 0.2274
40. H 0.2380
41. H 0.2121
42. C -0.1952
43. C -0.1773
44. C -0.1714
45. C -0.0587
46. C -0.1570
47. C -0.1623
48. C 0.5458
49. O -0.5375
50. C -0.1526
51. C -0.1515
52. C -0.2016
53. C -0.2005
54. C -0.1716
55. C -0.0476
56. C 0.4968
57. O -0.5189
58. H 0.2178
59. H 0.2443
60. H 0.2461
61. H 0.2354
62. H 0.2372
63. H 0.2152
64. H 0.2160
65. H 0.2397

=====

Computed gap between HOMO and LUMO, in the same sequence as the records: 0.2245 0.1754 Ha.
Computed LUMO energy, in the same sequence as the records: -0.72 0.38 eV.
Computed highest occupied orbital energy, in the same sequence as the records: -6.832 -4.390 eV.